[1]
Entry from OMol25: a gas-phase ion, C6H12N3 (charge +1) at a distorted geometry (ωB97M-V with the def2-TZVPD basis set).

structure (SMILES)	Cn1cc[nH]c1=[N+](C)C
strongest force on any atom	0.1056	Eh/bohr
frontier orbital gap	10.828	eV
HOMO energy	-13.52	eV
charge	+1

Each line ends with the Mulliken charge.
Element x y z (Å)
C (0.8833, -2.2193, 0.9637)  -0.567
C (1.1381, -2.0481, -0.3544)  -0.109
C (0.1266, -0.2717, 0.2806)  0.126
C (0.8129, -0.4518, -2.1171)  -0.841
C (-2.0158, 0.7955, 0.3205)  -0.990
C (-0.0181, 2.3537, 0.7095)  -0.785
N (0.2791, -1.0223, 1.3835)  -0.008
N (0.6800, -0.8704, -0.7461)  0.186
N (-0.6210, 1.2285, -0.0303)  -0.046
H (1.2532, -2.8703, 1.6719)  0.443
H (1.4766, -2.8675, -1.0400)  0.329
H (0.7337, -1.3593, -2.6989)  0.306
H (0.1694, 0.3852, -2.4807)  0.349
H (1.7612, -0.0133, -2.2506)  0.378
H (-2.7284, 1.5651, 0.4301)  0.391
H (-2.3442, 0.0574, -0.3514)  0.301
H (-1.9047, 0.4387, 1.3643)  0.373
H (-0.8033, 3.1537, 1.0425)  0.298
H (0.6036, 2.1597, 1.6347)  0.300
H (0.6479, 2.6610, 0.0060)  0.324
H (-0.1300, -0.8045, 2.2623)  0.242



[2]
Entry from OMol25: a single Cl2H2OSi molecule at a distorted geometry (ωB97M-V with the def2-TZVPD basis set).

structure (SMILES)	O[SiH](Cl)Cl
strongest force on any atom	0.0845	Eh/bohr
frontier orbital gap	12.064	eV
HOMO energy	-11.49	eV

Each line ends with the Mulliken charge.
Element x y z (Å)
O (1.0693, 0.0931, 0.4937)  -0.415
Si (-0.2385, -0.0034, -0.4046)  0.601
Cl (-1.3607, -1.7266, -0.0998)  -0.213
Cl (-1.3980, 1.5952, 0.0546)  -0.197
H (1.2712, -0.0462, 1.4708)  0.332
H (0.6566, 0.0878, -1.5146)  -0.107



[3]
Entry from OMol25: a molecular structure, C26H30FeN5O4S3 (ωB97M-V with the def2-TZVPD basis set).

multiplicity	5
strongest force on any atom	0.0140	Eh/bohr
frontier orbital gap (spin up / spin down)	6.329 / 6.380	eV
HOMO energy (spin up / spin down)	-4.07 / -4.13	eV
charge	-1

Each line ends with the Löwdin spin population.
Element x y z (Å)
Fe (-0.0496, -0.1873, 0.0619)  3.713
C (-1.4556, -1.2001, -2.7960)  0.001
N (-0.9454, 0.0896, -2.3199)  0.026
C (0.3473, 0.4112, -2.9365)  0.001
C (1.0476, 1.5754, -2.2443)  0.001
N (1.5964, 1.2330, -0.9248)  0.029
C (2.8680, 0.5118, -1.0489)  0.002
C (1.8385, 2.4240, -0.1180)  0.003
C (2.4662, 3.5290, -0.6818)  0.000
C (2.7814, 4.6486, 0.0707)  0.002
C (2.4369, 4.6700, 1.4166)  0.000
C (1.8135, 3.5787, 1.9896)  0.004
C (1.5165, 2.4267, 1.2460)  0.007
S (0.8421, 1.0376, 2.0346)  0.058
C (-1.8933, 1.1572, -2.5837)  0.002
C (-2.4213, 1.3315, -3.8592)  0.001
C (-3.2747, 2.3819, -4.1511)  0.000
C (-3.6070, 3.2850, -3.1483)  0.000
C (-3.1017, 3.1173, -1.8744)  0.003
C (-2.2376, 2.0544, -1.5601)  0.007
S (-1.5982, 1.9305, 0.0476)  0.049
H (-1.6074, -1.2278, -3.8835)  0.001
H (-2.4015, -1.4088, -2.2991)  0.000
H (-0.7501, -1.9818, -2.5286)  0.000
H (0.2207, 0.6814, -3.9954)  0.000
H (0.9690, -0.4823, -2.8886)  0.000
H (0.3361, 2.3885, -2.0983)  0.000
H (1.8410, 1.9288, -2.9193)  0.001
H (3.6459, 1.1482, -1.4920)  0.001
H (2.7462, -0.3753, -1.6675)  0.000
H (3.1962, 0.2026, -0.0550)  0.000
H (2.7236, 3.5124, -1.7351)  0.000
H (3.2910, 5.4869, -0.3880)  0.000
H (2.6666, 5.5388, 2.0233)  0.000
H (1.5365, 3.5856, 3.0360)  0.001
H (-2.1558, 0.6334, -4.6451)  0.000
H (-3.6647, 2.5034, -5.1544)  0.000
H (-4.2571, 4.1249, -3.3655)  0.000
H (-3.3480, 3.8123, -1.0821)  0.001
O (1.0889, -1.6898, -1.2227)  0.024
C (1.9045, -2.5754, -0.9727)  0.001
C (2.2986, -3.0417, 0.3141)  0.001
C (3.3312, -3.9689, 0.4011)  -0.001
C (3.8024, -4.3918, 1.6264)  0.001
C (3.2690, -3.8288, 2.8158)  0.001
C (2.2525, -2.9335, 2.7588)  0.001
C (1.6563, -2.5262, 1.5087)  0.004
O (0.6488, -1.7987, 1.4712)  0.025
N (4.8269, -5.3780, 1.6876)  0.000
O (5.2777, -5.8359, 0.6418)  0.001
O (5.2272, -5.7388, 2.7874)  0.000
H (2.4213, -3.0589, -1.8238)  0.001
H (3.7813, -4.3701, -0.4981)  0.000
H (3.6960, -4.1293, 3.7622)  0.000
H (1.8479, -2.4968, 3.6624)  0.000
C (-3.3375, 0.6665, 3.3406)  0.000
N (-2.7061, -0.1058, 2.2906)  -0.002
C (-3.1183, -1.2283, 1.7184)  0.002
S (-2.3978, -1.7759, 0.2907)  0.023
N (-4.1376, -1.9722, 2.2266)  0.002
C (-4.6112, -2.0135, 3.5998)  0.000
H (-2.7732, 1.5896, 3.4428)  0.000
H (-3.3198, 0.1446, 4.2969)  0.000
H (-4.3693, 0.9239, 3.0869)  0.000
H (-2.0347, 0.4059, 1.7223)  -0.002
H (-4.2305, -2.8320, 1.7134)  0.001
H (-5.1055, -1.0869, 3.8823)  0.000
H (-3.8043, -2.2159, 4.3099)  0.000
H (-5.3428, -2.8145, 3.6773)  0.000



- What is the formula in the second record?
  Cl2H2OSi



- Look up the strongest force on any atom of the second one.
  0.0845 Eh/bohr



- Among the records above, which one has the highest strongest force on any atom?
  C6H12N3